Record 1
The following is a DFT calculation (ωB97M-V with the def2-TZVPD basis set) of a 8-piece molecular cluster, C51H85N4O20 overall at a distorted geometry.

The calculation puts the gap between HOMO and LUMO at 8.7 eV. The energy comes out at -101170.589 eV. For the largest force on an atom, the calculation gives 1.2 eV Å⁻¹. As for the total charge: +1. The value obtained for the energy above the lowest of the compared OMol25 structures with the same formula, charge and spin is 0.0 kcal/mol. The HOMO energy is -0.387 Ha.

```
160
Properties=species:S:1:pos:R:3:forces:R:3:lowdin_charge:R:1
C -1.0086 4.4475 0.6459 0.08 -0.26 0.04 -0.10
O -2.3522 4.8557 0.4880 -0.17 -0.30 -0.18 -0.19
C -3.1795 4.5204 1.5921 0.02 0.55 0.04 -0.23
C -4.6245 4.8811 1.2731 -0.10 -0.26 0.36 -0.17
C -5.4505 3.7131 0.7448 0.16 0.40 -0.41 -0.21
C -5.0164 3.2181 -0.6533 -0.03 -0.21 0.46 -0.18
C -4.6247 1.7360 -0.6456 -0.38 -0.04 -0.25 -0.20
C -4.8416 1.0261 -2.0018 0.56 0.09 0.39 -0.19
C -3.6986 0.0530 -2.3234 -0.72 -0.12 -0.03 -0.20
C -3.8791 -1.2979 -1.6113 0.85 -0.21 0.22 -0.15
C -3.0308 -1.4735 -0.3165 -0.87 0.49 -0.59 -0.10
N -2.4488 -2.8037 -0.2113 0.48 0.07 0.13 0.08
C -1.2448 -3.3759 -0.5300 -0.43 0.72 0.13 -0.24
N -0.1767 -2.8096 -1.1133 0.04 -0.47 -0.31 0.04
C 0.9981 -3.7306 -1.2185 -0.09 0.39 0.69 -0.08
C 2.2614 -3.0752 -1.7366 -0.19 -0.39 -0.73 -0.17
O 2.6419 -1.9424 -0.9796 0.06 0.02 -0.15 -0.02
C 3.0604 -2.2284 0.3005 0.04 0.02 0.09 -0.50
C 4.3966 -2.8898 0.4562 0.06 0.18 -0.27 0.04
O 2.3794 -1.9015 1.2218 -0.17 0.03 0.27 0.13
C -0.1435 -1.4536 -1.5793 0.23 0.69 0.38 -0.18
O 0.0966 -0.5983 -0.4769 -0.51 -0.10 -0.06 -0.17
C 0.0003 0.7949 -0.7858 0.18 -0.34 0.19 -0.06
N -1.2470 -4.6627 -0.1605 0.16 -0.52 0.01 0.18
C -2.4363 -4.8934 0.3535 0.36 0.30 -0.26 -0.06
N -3.1964 -3.8108 0.3401 -0.34 -0.44 0.30 0.00
C -4.5809 -3.7438 0.8292 -0.35 -0.26 -0.04 -0.10
C -4.6904 -3.9411 2.3345 -0.10 0.44 -0.12 -0.15
C -4.3815 -2.6651 3.1387 -0.31 -0.26 0.11 -0.15
C -3.7405 -2.9492 4.4867 -0.23 0.48 0.10 -0.19
O -4.3076 -4.1523 5.0171 0.23 0.13 -0.14 -0.06
C -3.8832 -4.4306 6.2769 0.15 -0.38 0.33 -0.34
O -3.3018 -5.4315 6.5434 -0.06 -0.20 -0.03 0.13
H -0.9182 3.6512 1.3897 0.02 0.14 -0.09 0.05
H -0.6449 4.0667 -0.3107 0.00 0.11 -0.09 0.08
H -0.3706 5.2808 0.9516 -0.03 0.06 0.05 0.09
H -3.0974 3.4584 1.8510 0.09 -0.06 -0.11 0.11
H -2.8415 5.0812 2.4723 0.07 -0.02 0.04 0.12
H -5.0899 5.2149 2.2053 -0.04 0.09 -0.03 0.10
H -4.6572 5.7216 0.5783 0.12 0.06 -0.01 0.12
H -6.4930 4.0208 0.7003 -0.06 -0.07 0.10 0.09
H -5.3979 2.8915 1.4586 -0.07 -0.02 0.08 0.10
H -4.1673 3.8147 -0.9879 -0.04 0.01 -0.22 0.11
H -5.8372 3.3488 -1.3594 0.00 0.09 -0.05 0.11
H -3.5825 1.6411 -0.3280 0.09 0.00 0.06 0.10
H -5.2410 1.2334 0.1043 0.07 -0.04 0.09 0.10
H -5.7768 0.4700 -1.9287 -0.11 0.05 -0.32 0.11
H -4.9459 1.7552 -2.8048 0.04 0.07 0.01 0.11
H -3.6417 -0.1328 -3.3967 -0.05 0.03 -0.02 0.11
H -2.7618 0.5214 -2.0281 0.21 0.00 -0.05 0.09
H -3.5906 -2.1036 -2.2900 -0.05 -0.04 -0.01 0.11
H -4.9247 -1.4575 -1.3486 -0.10 0.01 -0.17 0.10
H -3.6990 -1.3312 0.5301 0.27 -0.06 0.22 0.10
H -2.2692 -0.7130 -0.2147 0.43 -0.14 -0.06 0.11
H 1.1799 -4.0896 -0.2042 0.02 -0.13 -0.04 0.12
H 0.7177 -4.5907 -1.8229 0.14 0.01 -0.14 0.13
H 3.0472 -3.8353 -1.7770 0.02 -0.02 0.14 0.13
H 2.1223 -2.7685 -2.7729 0.15 0.24 0.02 0.13
H 5.0012 -2.2226 1.0688 -0.01 -0.10 0.18 0.09
H 4.9065 -3.0436 -0.4913 -0.07 -0.14 -0.05 0.07
H 4.2629 -3.8247 0.9950 0.12 -0.04 0.04 0.10
H -1.0669 -1.1772 -2.0959 -0.24 -0.15 0.07 0.13
H 0.6618 -1.3337 -2.3018 0.02 -0.18 -0.07 0.13
H 0.1215 0.9697 -1.8557 0.00 0.12 -0.02 0.10
H 0.7908 1.2976 -0.2340 0.07 0.06 -0.06 0.09
H -0.9512 1.1984 -0.4350 -0.14 0.05 -0.14 0.07
H -2.7644 -5.8487 0.7282 -0.12 0.03 0.06 0.16
H -5.0603 -2.8216 0.5122 0.21 0.10 -0.04 0.12
H -5.1262 -4.5370 0.3179 0.10 -0.06 -0.08 0.14
H -5.7283 -4.2140 2.5204 0.01 -0.15 0.09 0.13
H -4.0932 -4.7924 2.6569 0.11 0.02 -0.02 0.12
H -3.7607 -1.9661 2.5761 0.21 -0.06 0.08 0.10
H -5.3237 -2.1455 3.3168 -0.02 0.05 -0.08 0.13
H -2.6542 -3.0438 4.4111 0.00 -0.23 -0.05 0.13
H -3.9549 -2.1172 5.1654 0.11 0.01 0.03 0.13
H -4.1432 -3.6962 7.0513 -0.07 0.34 -0.21 0.15
O 3.5104 -3.4963 -5.3983 -0.01 -0.04 0.13 0.11
C 4.5261 -3.0462 -4.9473 -0.20 0.19 -0.10 -0.49
O 5.1027 -3.5535 -3.8324 0.04 0.05 0.10 0.01
C 6.2451 -2.7469 -3.4506 -0.19 0.13 0.00 -0.15
C 6.6638 -2.0353 -4.7253 -0.16 0.04 -0.01 -0.15
C 5.3311 -1.8651 -5.4529 0.36 -0.24 0.06 -0.06
H 5.9265 -2.0484 -2.6706 -0.06 0.01 -0.04 0.12
H 7.0201 -3.3852 -3.0586 -0.06 -0.17 0.10 0.09
H 7.1911 -1.1034 -4.5377 0.00 -0.01 0.05 0.12
H 7.3201 -2.6771 -5.3092 0.03 0.02 -0.01 0.10
H 4.8163 -0.9486 -5.1571 -0.06 0.00 -0.05 0.13
H 5.4262 -1.8993 -6.5355 -0.14 0.08 -0.02 0.11
O -0.9695 2.6375 3.3328 0.01 -0.01 0.11 0.10
C -0.1344 1.7956 3.5094 -0.09 -0.20 -0.04 -0.48
O 1.0153 1.7505 2.8083 -0.05 0.04 0.08 0.03
C 1.7667 0.5594 3.1531 0.09 -0.15 0.03 -0.13
C 1.2604 0.1597 4.5308 -0.09 0.03 0.05 -0.14
C -0.1923 0.6270 4.4776 0.38 0.04 0.12 -0.07
H 1.5668 -0.2004 2.4026 -0.06 -0.02 -0.04 0.10
H 2.8262 0.7889 3.1488 -0.03 0.16 -0.10 0.11
H 1.3832 -0.9022 4.7336 0.01 -0.01 -0.08 0.12
H 1.7990 0.7154 5.3008 0.01 -0.01 0.00 0.11
H -0.8507 -0.1338 4.0528 -0.06 0.03 0.01 0.12
H -0.5805 0.9505 5.4396 -0.18 0.00 -0.07 0.12
O 4.9461 -1.6860 3.6966 -0.09 0.06 -0.01 0.12
C 5.2198 -0.8875 4.5445 0.22 -0.14 -0.13 -0.48
O 4.7349 0.3790 4.5250 0.01 0.02 0.09 0.00
C 5.3096 1.1505 5.5980 0.05 0.05 0.14 -0.14
C 5.7648 0.1220 6.6262 0.04 -0.09 -0.02 -0.15
C 6.1348 -1.0662 5.7396 -0.26 0.23 0.24 -0.07
H 6.1396 1.7331 5.1945 0.01 -0.02 -0.01 0.13
H 4.5536 1.8323 5.9800 -0.06 -0.01 -0.11 0.12
H 6.5754 0.4805 7.2563 0.02 0.03 -0.05 0.12
H 4.9294 -0.1488 7.2732 0.00 0.02 0.01 0.12
H 7.1672 -1.0148 5.3904 0.01 -0.07 -0.02 0.13
H 5.9574 -2.0277 6.2124 0.11 -0.09 -0.12 0.13
O -7.8946 1.9763 1.2403 -0.07 -0.23 0.07 0.10
C -9.0154 2.3281 1.4785 0.03 0.07 -0.24 -0.48
O -9.7706 1.7451 2.4355 0.01 -0.01 0.03 0.02
C -11.0970 2.3092 2.4349 -0.13 0.10 0.00 -0.15
C -10.9492 3.6751 1.7759 0.05 0.02 -0.04 -0.15
C -9.8070 3.4256 0.7941 -0.13 0.12 0.35 -0.07
H -11.7514 1.6424 1.8697 0.01 0.00 -0.02 0.13
H -11.4513 2.3628 3.4611 0.09 -0.08 0.04 0.12
H -11.8681 4.0282 1.3138 -0.01 -0.06 -0.02 0.12
H -10.6393 4.4137 2.5157 -0.01 0.01 -0.01 0.12
H -10.1600 3.0454 -0.1662 0.05 0.02 -0.04 0.13
H -9.1856 4.3031 0.6349 0.06 -0.06 -0.14 0.12
O 9.1141 -3.3779 -2.9976 0.37 -0.10 0.02 0.10
C 9.6436 -4.1786 -3.7178 -0.22 0.15 -0.09 -0.48
O 10.9764 -4.2015 -3.9146 0.06 -0.01 -0.01 0.03
C 11.3199 -5.1915 -4.9038 0.02 -0.12 -0.08 -0.15
C 10.1528 -6.1704 -4.9082 -0.10 0.01 0.01 -0.15
C 8.9799 -5.2583 -4.5535 0.29 -0.25 0.11 -0.07
H 11.4421 -4.6868 -5.8643 -0.03 0.01 0.00 0.13
H 12.2651 -5.6483 -4.6235 0.02 0.09 0.08 0.13
H 10.0408 -6.6961 -5.8536 0.02 0.05 -0.03 0.12
H 10.2908 -6.9142 -4.1227 0.02 0.00 -0.01 0.12
H 8.5410 -4.7896 -5.4366 -0.05 0.02 0.02 0.13
H 8.2027 -5.7600 -3.9831 -0.12 0.13 -0.04 0.13
O 7.0257 -1.2175 -8.5136 0.03 -0.08 0.05 0.13
C 8.0361 -0.7587 -8.0687 -0.20 0.16 -0.07 -0.48
O 8.6225 -1.2596 -6.9524 0.15 -0.01 -0.04 -0.01
C 9.7564 -0.4542 -6.5786 0.13 0.06 -0.02 -0.15
C 10.1722 0.2624 -7.8580 -0.07 0.04 -0.07 -0.15
C 8.8329 0.4269 -8.5757 0.36 -0.19 0.10 -0.07
H 9.4421 0.2399 -5.7961 -0.01 0.01 -0.01 0.13
H 10.5303 -1.1055 -6.1797 -0.08 -0.08 0.03 0.12
H 10.6977 1.1961 -7.6712 -0.04 0.01 0.05 0.12
H 10.8275 -0.3815 -8.4457 0.01 0.00 0.02 0.12
H 8.3151 1.3400 -8.2782 -0.05 0.00 -0.06 0.13
H 8.9169 0.3918 -9.6579 -0.17 0.07 -0.02 0.13
O -9.2944 7.6807 1.6675 0.06 -0.10 -0.03 0.12
C -8.3457 8.0227 2.3106 -0.25 0.09 0.00 -0.49
O -7.6452 7.1532 3.0787 0.11 0.00 0.03 0.01
C -6.6264 7.8519 3.8176 0.16 0.10 0.01 -0.16
C -6.3777 9.1376 3.0382 -0.09 0.07 -0.06 -0.15
C -7.7570 9.4142 2.4425 0.38 -0.15 0.00 -0.07
H -6.9999 8.0425 4.8257 -0.02 0.00 -0.01 0.13
H -5.7406 7.2243 3.8799 -0.10 -0.14 -0.02 0.12
H -5.9858 9.9420 3.6567 -0.04 -0.02 0.05 0.12
H -5.6628 8.9497 2.2360 0.02 -0.01 0.02 0.12
H -8.3909 9.9920 3.1168 -0.05 0.02 -0.05 0.13
H -7.7166 9.9018 1.4729 -0.18 0.05 0.01 0.13
```
Positions in Å, forces in eV/Å.


Record 2
The following is a DFT calculation (ωB97M-V with the def2-TZVPD basis set) of a 8-piece molecular cluster, C42H40F7INOPSi overall.

The calculation puts the gap between HOMO and LUMO at 8.1 eV. The energy comes out at -92030.653 eV. Its SMILES is N[SiH2]P(O)I.Fc1ccccc1.Fc1ccccc1.Fc1ccccc1.Fc1ccccc1.Fc1ccccc1.Fc1ccccc1.Fc1ccccc1. For the largest force on an atom, the calculation gives 1.0 eV Å⁻¹. As for the total charge: 0. The value obtained for the energy above the lowest of the compared OMol25 structures with the same formula, charge and spin is 6.1 kcal/mol. The HOMO energy is -0.305 Ha.

```
94
Properties=species:S:1:pos:R:3:forces:R:3:lowdin_charge:R:1
N 5.7364 1.3375 2.5774 -0.82 0.45 -0.32 -0.16
Si 4.7547 2.6492 1.9292 0.58 0.08 0.57 0.34
P 2.6295 1.9924 1.4216 -0.60 0.20 -0.66 0.21
O 2.6487 0.3913 1.9033 0.39 -0.02 -0.03 -0.52
I 1.1668 2.9538 3.1182 0.32 -0.13 0.09 0.35
H 5.3575 0.9917 3.4504 0.07 -0.15 0.22 0.00
H 5.6739 0.5737 1.9149 0.35 -0.34 0.06 0.01
H 5.3619 2.9948 0.6283 -0.07 -0.01 -0.09 -0.07
H 4.8032 3.8160 2.8312 -0.05 -0.01 0.03 -0.07
H 3.3736 -0.0384 1.4190 -0.31 -0.14 0.21 0.03
F 0.8328 0.4018 -2.1411 -0.02 0.00 0.01 0.05
C -0.3398 0.6387 -1.5102 -0.02 0.02 -0.01 -0.28
C -0.3768 0.5826 -0.1343 0.18 -0.08 0.16 -0.04
C -1.5781 0.8304 0.5102 -0.08 0.01 -0.01 -0.08
C -2.7182 1.1230 -0.2238 -0.05 0.01 0.04 -0.08
C -2.6555 1.1710 -1.6081 0.08 -0.03 0.05 -0.07
C -1.4574 0.9291 -2.2623 0.01 0.03 -0.22 -0.01
H 0.5217 0.3461 0.4184 0.00 -0.03 0.00 0.07
H -1.6198 0.7978 1.5904 0.02 0.01 0.05 0.09
H -3.6542 1.3165 0.2806 -0.04 0.02 0.01 0.10
H -3.5398 1.4003 -2.1796 -0.07 0.05 -0.05 0.08
H -1.3848 0.9688 -3.3410 0.02 0.00 -0.01 0.12
F 8.7211 0.2106 -2.8157 0.00 0.00 0.01 0.05
C 9.0796 0.7060 -1.6129 -0.01 0.00 -0.01 -0.29
C 10.3654 1.1707 -1.4403 0.13 0.00 -0.12 -0.02
C 10.7251 1.6805 -0.2028 -0.03 0.00 0.05 -0.08
C 9.8068 1.7140 0.8355 0.02 0.02 0.05 -0.09
C 8.5185 1.2384 0.6395 0.09 0.01 -0.08 -0.08
C 8.1475 0.7316 -0.5973 -0.16 -0.05 0.02 -0.02
H 11.0658 1.1308 -2.2628 -0.01 0.00 -0.03 0.12
H 11.7281 2.0531 -0.0512 0.05 0.01 0.00 0.10
H 10.0944 2.1106 1.7987 0.01 0.02 0.04 0.10
H 7.8010 1.2660 1.4459 0.02 0.03 0.06 0.06
H 7.1481 0.3601 -0.7821 0.00 -0.01 -0.03 0.11
F 4.4856 -0.4700 5.1869 -0.04 0.01 -0.06 0.04
C 5.6532 -1.0154 5.6028 0.12 -0.01 0.07 -0.29
C 6.5305 -0.2288 6.3175 -0.05 0.20 0.03 -0.02
C 7.7272 -0.7854 6.7389 0.02 -0.04 0.00 -0.08
C 8.0292 -2.1047 6.4397 0.05 -0.03 0.02 -0.09
C 7.1295 -2.8730 5.7173 0.04 0.02 0.02 -0.08
C 5.9272 -2.3299 5.2937 -0.18 -0.10 -0.13 -0.02
H 6.2767 0.7996 6.5356 -0.02 0.01 0.00 0.12
H 8.4252 -0.1844 7.3034 0.03 0.04 0.02 0.11
H 8.9646 -2.5330 6.7692 0.04 -0.02 0.01 0.10
H 7.3627 -3.9009 5.4803 0.00 -0.06 -0.01 0.11
H 5.2083 -2.9123 4.7339 -0.02 0.01 -0.01 0.12
F -2.3077 -0.8465 7.9480 0.00 0.00 -0.01 0.05
C -1.5211 -0.8879 6.8514 0.01 0.00 0.00 -0.29
C -0.1577 -0.7504 7.0044 0.08 0.02 0.15 -0.02
C 0.6449 -0.7956 5.8755 0.00 0.00 -0.02 -0.08
C 0.0791 -0.9716 4.6221 0.08 0.00 -0.13 -0.10
C -1.2951 -1.1044 4.4953 0.04 0.01 0.01 -0.08
C -2.1086 -1.0657 5.6172 -0.17 -0.01 -0.03 -0.02
H 0.2603 -0.6093 7.9915 -0.01 -0.01 0.03 0.12
H 1.7163 -0.6911 5.9745 0.05 0.02 0.00 0.10
H 0.7107 -0.9989 3.7448 0.02 0.02 -0.03 0.09
H -1.7384 -1.2375 3.5183 -0.03 -0.02 -0.04 0.10
H -3.1820 -1.1716 5.5432 -0.02 0.01 0.02 0.12
F -2.1896 4.4963 -3.6420 -0.01 0.00 0.00 0.06
C -1.3913 4.4186 -4.7248 0.00 -0.03 0.00 -0.29
C -0.0271 4.5283 -4.5575 0.08 0.02 0.17 -0.02
C 0.7875 4.4413 -5.6749 -0.01 0.00 -0.04 -0.08
C 0.2349 4.2529 -6.9326 0.04 0.00 -0.05 -0.10
C -1.1401 4.1472 -7.0737 0.04 0.00 0.00 -0.09
C -1.9660 4.2266 -5.9635 -0.17 -0.02 -0.03 -0.02
H 0.3816 4.6770 -3.5678 -0.02 -0.01 0.03 0.12
H 1.8590 4.5197 -5.5608 0.05 0.01 0.02 0.10
H 0.8752 4.1877 -7.8004 0.03 0.00 -0.04 0.10
H -1.5746 4.0023 -8.0524 -0.03 -0.01 -0.04 0.10
H -3.0405 4.1417 -6.0496 -0.02 0.02 0.02 0.12
F -5.8356 1.9327 -2.0678 -0.07 0.00 0.00 0.04
C -6.4078 0.9445 -2.7917 0.02 0.01 0.00 -0.29
C -6.0120 0.7675 -4.1001 0.13 0.09 -0.09 -0.02
C -6.5958 -0.2515 -4.8362 -0.02 -0.03 0.04 -0.08
C -7.5594 -1.0693 -4.2640 0.08 0.07 -0.04 -0.09
C -7.9397 -0.8646 -2.9460 -0.01 -0.02 -0.04 -0.08
C -7.3607 0.1474 -2.1960 -0.06 0.01 0.17 -0.01
H -5.2618 1.4190 -4.5277 0.01 0.01 0.02 0.12
H -6.2948 -0.4076 -5.8622 0.02 0.00 -0.05 0.11
H -8.0129 -1.8589 -4.8391 0.01 0.00 -0.04 0.08
H -8.6950 -1.4950 -2.4972 -0.03 -0.03 0.02 0.10
H -7.6393 0.3207 -1.1657 0.00 0.02 0.01 0.12
F -9.5128 -3.4168 -4.7317 -0.13 -0.16 0.02 0.04
C -9.7056 -4.4034 -3.8251 0.02 0.01 -0.01 -0.28
C -10.8683 -5.1400 -3.8829 -0.14 0.04 -0.13 -0.02
C -11.0593 -6.1477 -2.9515 0.03 -0.02 0.04 -0.08
C -10.0979 -6.3993 -1.9845 -0.01 -0.04 0.04 -0.10
C -8.9375 -5.6415 -1.9495 -0.03 -0.03 0.01 -0.08
C -8.7312 -4.6331 -2.8776 0.16 0.10 0.01 -0.02
H -11.6058 -4.9229 -4.6430 0.01 0.01 -0.02 0.12
H -11.9633 -6.7385 -2.9830 -0.05 -0.02 -0.01 0.10
H -10.2531 -7.1855 -1.2600 0.00 -0.03 0.03 0.10
H -8.1868 -5.8341 -1.1968 0.05 -0.01 0.03 0.11
H -7.8307 -4.0339 -2.8731 0.00 0.02 -0.01 0.11
```
Positions in Å, forces in eV/Å.